DFT (ωB97M-V with the def2-TZVPD basis set) results for the molecule C11H17N2O11PS at a distorted geometry.

Each line ends with the Mulliken charge.
Element x y z (Å)
C: -4.39 1.83 0.61  -1.037
C: -3.33 0.90 -0.06  0.623
O: -3.78 -0.20 -0.47  -0.540
O: -2.03 1.39 -0.26  -0.267
C: -1.12 0.44 -0.91  -0.383
C: -0.90 -0.95 -0.23  -0.445
N: -1.32 -2.03 -1.16  -0.555
C: 0.56 -1.21 0.27  -0.147
O: 0.76 -2.59 0.75  -0.429
P: 1.42 -2.72 2.26  0.848
O: 1.62 -1.47 2.97  -0.582
O: 2.71 -3.63 2.13  -0.457
O: 0.38 -3.54 3.14  -0.509
C: 1.52 -0.83 -0.82  0.330
C: 1.87 -2.09 -1.78  0.042
O: 3.04 -2.49 -1.81  -0.601
O: 0.90 -2.60 -2.58  -0.559
C: 2.77 -0.13 -0.32  -0.696
S: 2.51 1.63 0.42  -0.407
C: 0.78 2.06 0.10  1.434
O: 0.12 1.81 1.37  -0.613
C: 0.61 3.53 -0.05  -0.081
N: 1.25 4.25 -1.12  -0.367
O: 0.32 4.31 0.94  -0.653
C: 0.14 1.27 -1.08  -0.734
O: 1.07 0.27 -1.63  -0.462
H: -4.78 2.61 -0.10  0.272
H: -5.14 1.07 0.97  0.320
H: -3.86 2.35 1.46  0.276
H: -1.46 0.27 -1.94  0.613
H: -1.50 -0.91 0.65  0.704
H: -2.25 -2.00 -1.61  0.265
H: -1.35 -2.90 -0.59  0.278
H: 0.54 -0.56 1.18  0.949
H: 2.34 -4.26 1.46  0.367
H: 0.87 -3.58 3.91  0.312
H: 0.10 -2.12 -2.19  0.592
H: 3.42 0.00 -1.20  0.546
H: 3.29 -0.81 0.43  0.394
H: 0.05 2.56 1.93  0.376
H: 1.29 5.25 -1.01  0.285
H: 0.97 3.92 -2.06  0.231
H: 0.01 1.94 -1.97  0.465

## Properties
largest force on an atom	0.15688	hartree/bohr
E_HOMO	-8.95	eV
E	-2106.117895	hartree

DFT (ωB97M-V with the def2-TZVPD basis set) results for the ion C11H17N4 with charge +1 at a distorted geometry.

Each line ends with the Mulliken charge.
Element x y z (Å)
C: 2.08 -1.32 1.84  0.017
C: 1.34 -0.93 0.97  -0.872
C: 0.34 -2.90 -1.17  -0.063
C: 1.98 -1.14 -1.93  0.625
C: 1.81 -2.56 -1.59  -0.901
C: -2.14 2.47 1.50  -0.675
C: -2.61 1.07 1.54  -0.500
C: -1.31 2.71 0.23  -0.409
C: -1.39 0.03 1.32  -0.667
C: -0.14 1.87 0.42  -0.764
C: 0.58 -0.48 -0.21  0.559
N: -0.49 -2.15 -0.60  -0.542
N: 1.29 -0.19 -1.34  -0.607
N: 2.77 -0.83 -2.97  -0.396
N: -0.63 0.43 0.16  0.190
H: 2.60 -2.03 2.43  0.438
H: -0.05 -3.87 -1.47  0.441
H: 2.44 -2.94 -0.76  0.288
H: 1.93 -3.29 -2.40  0.434
H: -3.05 3.18 1.59  0.327
H: -1.47 2.68 2.34  0.330
H: -2.86 0.84 2.62  0.303
H: -3.40 0.82 0.85  0.325
H: -1.92 2.45 -0.74  0.274
H: -1.01 3.83 0.25  0.293
H: -0.79 0.00 2.30  0.396
H: -1.77 -1.05 1.13  0.309
H: 0.76 2.26 -0.13  0.388
H: 0.04 1.80 1.50  0.493
H: 3.07 -1.49 -3.61  0.204
H: 3.03 0.17 -3.27  0.266
H: -1.02 0.55 -0.81  0.497

## Properties
total charge	+1
largest force on an atom	0.10541	hartree/bohr
E_HOMO (alpha / beta)	-11.95 / -11.95	eV
ΔE to the lowest compared entry with this formula, charge and spin	140.8	kcal/mol
E	-647.969075	hartree

DFT (ωB97M-V with the def2-TZVPD basis set) results for the molecule C11H17NO at a distorted geometry.

Each line ends with the Mulliken charge.
Element x y z (Å)
C: -3.63 -0.88 1.11  -1.050
C: -2.65 -0.48 0.00  0.668
O: -3.10 -0.01 -1.03  -0.622
N: -1.25 -0.55 0.13  0.049
C: -0.40 -0.07 -0.91  -0.969
C: 0.74 -1.10 -1.21  -0.143
C: 1.76 -0.18 -1.87  -0.574
C: 1.69 1.05 -1.37  -1.138
C: 0.65 1.21 -0.31  1.718
C: -0.14 2.47 -0.05  -1.788
C: 1.23 0.69 1.02  -0.934
C: 2.11 -0.57 0.95  -0.655
C: 1.44 -1.64 0.13  -1.161
H: -3.97 0.09 1.67  0.217
H: -4.48 -1.20 0.57  0.363
H: -3.10 -1.56 1.85  0.286
H: -0.99 -1.29 0.75  0.186
H: -1.05 0.38 -1.68  0.625
H: 0.45 -1.87 -1.78  0.702
H: 2.35 -0.78 -2.52  0.472
H: 2.45 1.80 -1.75  0.208
H: -0.92 2.36 0.81  0.207
H: -0.55 2.72 -0.99  0.467
H: 0.67 3.12 0.21  0.554
H: 0.55 0.40 1.81  0.251
H: 1.82 1.64 1.51  0.270
H: 2.21 -0.97 1.87  0.521
H: 3.15 -0.29 0.43  0.269
H: 2.27 -2.38 -0.01  0.353
H: 0.71 -2.13 0.64  0.648

## Properties
largest force on an atom	0.10685	hartree/bohr
E_HOMO	-8.62	eV
ΔE to the lowest compared entry with this formula, charge and spin	53.0	kcal/mol
E	-559.249255	hartree

DFT (ωB97M-V with the def2-TZVPD basis set) results for the molecule C11H17NO2S at a distorted geometry.

Each line ends with the Mulliken charge.
Element x y z (Å)
C: -0.75 -1.23 -0.74  -1.418
C: 1.53 -1.01 0.21  -1.663
C: 0.73 -0.75 1.57  -0.954
C: 0.78 0.53 -1.69  -1.625
C: 0.32 1.68 0.58  -1.457
C: -1.55 0.22 1.22  -2.210
C: -1.60 1.13 -1.01  -1.353
C: 0.63 -0.94 -1.09  0.443
C: -0.05 0.53 1.56  0.859
C: -0.12 1.48 -0.90  0.374
C: -1.76 -0.18 -0.26  2.337
N: -0.93 -2.57 -0.31  -0.249
O: -4.56 0.95 0.74  -0.397
O: -3.04 -0.78 -0.53  -0.512
S: -4.48 0.21 -0.56  0.393
H: 2.28 -0.29 0.01  0.536
H: 1.98 -1.90 0.35  0.570
H: -0.05 -1.61 1.52  0.361
H: 1.49 -0.88 2.40  0.396
H: 1.87 0.86 -1.66  0.404
H: 0.45 0.52 -2.70  0.509
H: -0.34 2.53 0.79  0.542
H: 1.39 1.87 0.60  0.427
H: -1.73 -0.75 1.79  0.232
H: -2.15 1.01 1.44  0.810
H: -2.13 1.84 -0.34  0.554
H: -1.81 1.07 -2.12  0.310
H: 0.96 -1.56 -1.98  0.539
H: -0.12 1.13 2.57  0.371
H: -0.07 2.40 -1.35  0.352
H: -0.29 -3.27 -0.72  0.267
H: -1.88 -2.90 -0.07  0.254

## Properties
largest force on an atom	0.09783	hartree/bohr
E_HOMO (alpha / beta)	-8.87 / -6.19	eV
ΔE to the lowest compared entry with this formula, charge and spin	89.7	kcal/mol
E	-1032.635891	hartree